The following is a quantum chemistry calculation of a structure of composition CH3I2P at a distorted geometry, from the Open Molecules 2025 dataset.

Element x y z (Å)
H: -0.70121 -0.42595 1.43598
I: 2.69460 0.34667 -0.47352
C: -0.75297 -0.48798 0.30492
I: -1.03940 -2.60449 -0.45249
P: -0.88203 0.65727 -0.81575
H: 1.04845 0.96925 -0.19012
H: -0.36744 1.54523 0.19098

Forces on the atoms, in the same order (eV/Å):
-0.378 -0.382 -1.705
-1.192 0.375 0.313
0.215 -7.834 5.783
0.455 2.198 0.890
-0.438 5.486 -4.171
1.461 -0.425 -0.641
-0.124 0.582 -0.469

## Properties
Frontier orbital gap (spin up / spin down)   6.73 / 6.23 eV
Spin multiplicity   3
HOMO energy (spin up / spin down)   -7.0841 / -9.6656 eV
DFT total energy   -976.441035 hartree

Here are the Mulliken charges for atoms 1 to 4, given in e:
1. H 0.44
2. I -0.12
3. C -0.32
4. I 0.04